Below is a single C5H7NO molecule, with properties calculated with ωB97M-V/def2-TZVPD.

```
14
Properties=species:S:1:pos:R:3:mulliken_charge:R:1
C 0.1008 -1.3790 1.2720 -0.137
C -0.7775 -0.9185 0.5878 -0.188
C -1.5119 -0.0329 -0.2984 -0.527
C -0.5081 1.1720 -0.6792 -0.599
N 0.5798 1.3500 0.2567 -0.273
C 1.6345 0.4626 0.2094 -0.125
O 1.9529 -0.1834 -0.7666 -0.543
H 0.8758 -1.8385 1.8370 0.388
H -2.4289 0.3204 0.1935 0.314
H -1.8360 -0.5794 -1.1953 0.300
H -0.0400 0.9429 -1.6387 0.302
H -1.0647 2.1111 -0.7577 0.331
H 0.3320 1.6836 1.1800 0.291
H 2.2192 0.4575 1.1503 0.466
```

## Properties
Highest occupied orbital energy = -9.584 eV
F_max = 0.900 eV Å⁻¹
Energy above the lowest of the compared OMol25 structures with the same formula, charge and spin = 52.1 kcal per mole
LUMO energy = 0.905 eV
M = 97.12 g mol⁻¹
Calculated total energy = -8833.9456 eV
Gap between HOMO and LUMO = 10.489 eV